Entry 1:
ORCA calculation (ωB97M-V/def2-TZVPD) on a cluster of 8 separate species, C28H57ClO33S8 in total.

Cartesian coordinates (Å):
O -0.39008 -2.32639 -6.01137
O 2.12460 -2.76253 4.25260
O 5.50650 1.46267 8.25305
H 1.20825 -5.89043 3.41833
C -7.74890 -2.05978 -8.15914
H 1.00437 7.52460 -1.47079
H 0.28750 4.06496 -3.86540
O 1.74090 -2.75337 6.70455
O -5.90754 -0.02125 -6.42506
Cl -2.02496 -4.29585 -7.21553
H 0.81456 3.70103 -5.97490
S -1.77882 -6.89329 3.07727
C 4.57257 -1.14415 6.08972
O 6.86252 0.90949 10.22725
O 4.42494 4.64931 2.94097
H -0.08378 1.96369 -4.92392
O -2.77897 -7.48444 1.97825
H 0.13863 4.50577 -1.81751
H -2.51575 3.67975 -2.75543
C 3.92859 5.63034 2.02247
H 4.59899 -1.08906 7.17234
H 0.32896 5.38233 -6.00776
O -0.68759 0.13740 1.60158
O 3.93006 -3.35973 5.79572
H -3.70234 -0.12282 -6.11750
H -2.66597 -2.47188 -4.52582
H -3.86386 -2.49996 -5.85430
C -0.85442 1.34462 -1.82984
C -0.91818 4.72516 -1.70951
O 6.03288 -0.89329 8.80460
C -1.68757 4.32685 -2.99230
O -2.15065 -7.36336 4.35461
O -1.58977 0.75539 3.74316
H 1.15946 7.75075 0.25276
H -4.18411 -6.67717 0.68036
S -6.94159 -0.93139 -6.09865
H 6.91501 1.31900 12.26231
H 1.45602 6.18035 -0.41990
S -1.67390 -2.35411 -6.63777
H -1.23225 -0.44309 -4.37338
O -2.85851 1.24617 1.69247
H 5.13781 -0.31872 5.66862
O 3.19744 -1.07853 5.65726
O 3.98384 2.24923 2.91748
C 3.07218 4.84397 1.05557
C -7.19207 -3.13308 -7.25132
H 6.00668 2.47234 11.25972
O 5.99589 3.13670 1.80262
H -1.88243 -1.28207 3.63454
C -1.76970 3.56800 -7.88038
H -1.23151 4.18145 -0.82565
S 4.63669 3.26000 2.17625
C -1.12000 6.21243 -1.47652
H -7.98353 -3.64164 -6.69913
H -1.76363 2.56231 -7.48280
H 4.78231 6.08789 1.51825
C -0.70481 2.18276 -4.05765
C -3.19964 -0.52766 -5.25264
H 1.79056 -7.89411 2.17339
O -6.37225 -2.41711 -6.31385
O 5.09478 -7.10711 4.61450
O -8.01767 -0.95653 -7.28010
H -2.06488 5.25495 -3.40431
H -3.78079 -4.36578 2.00928
H -1.37585 0.31400 -5.91569
O 2.64927 -6.84441 4.56543
H -1.73214 1.96598 -1.77766
O 3.61985 -9.08612 4.70661
H 3.36839 6.39430 2.55127
H 5.91665 -2.84830 6.15155
C -1.88304 0.19173 -4.96380
H 5.20731 -0.39626 11.98734
C 2.24561 -6.15401 3.36863
H -2.19119 6.37992 -1.40345
C -0.06771 -0.63100 2.65079
H 2.09248 4.61759 1.48237
C 0.82394 7.05356 -0.50778
H 4.23032 1.07741 12.16901
O -0.79904 2.50924 2.22916
O -1.12072 4.13755 -5.32541
C -0.73343 3.72536 -4.00939
H 2.95251 5.35317 0.11327
O -2.22108 -5.35937 2.95129
H -2.56304 4.16383 -7.45546
H -3.86552 -0.42042 -4.40365
O -0.53166 6.75129 -0.31926
H -7.01307 -1.73982 -8.89891
O -0.03795 1.57279 -2.95845
H -0.59785 -0.77244 4.75086
H -4.60045 -6.62472 2.40786
S -1.55631 1.31168 2.24525
S 2.57728 -2.54430 5.58292
H -0.27060 1.55443 -0.93852
O 3.78316 3.60908 0.86700
H -0.39404 5.19189 -8.14642
H 0.13003 -1.64282 2.31451
H 0.86796 -0.14955 2.91991
H -2.46433 2.20018 -5.18881
C -1.05949 -0.58109 3.78779
C -0.41416 4.22854 -7.65253
C 5.05669 -2.48609 5.59895
H 2.66899 -6.62982 1.29302
C 6.24183 1.41845 11.41765
C -2.06583 1.58339 -4.38978
H 5.29063 -2.46366 4.53297
O 4.51352 0.41111 10.22470
H -2.78419 1.63103 -3.58437
H -8.65945 -2.36746 -8.66178
H -0.79375 6.75317 -2.36646
H -1.17422 0.30830 -1.74130
C -2.97333 -2.02715 -5.46239
C -3.09232 -5.18390 1.82398
S 3.90347 -7.77919 4.24452
C -3.79502 -6.51530 1.67986
C -0.02180 4.36365 -6.18021
S 5.73665 0.43474 9.19682
H 2.84551 -5.24516 3.28008
O -1.85605 -1.53254 -7.79481
H 0.32724 3.61823 -8.15703
H -1.92655 3.48930 -8.95001
H -2.48280 -4.95680 0.94766
C 2.55261 -7.12333 2.25296
H -6.59481 -3.86402 -7.78688
O -7.62597 -0.86809 -4.86458
O 3.78994 -7.74406 2.64835
C 4.98815 0.58653 11.56757
O -0.45231 -7.03217 2.59114

Properties
- charge = 0
- gap between HOMO and LUMO (eV) = 9.0
- 2S+1 = 1
- DFT total energy (hartree) = -7229.4698
- HOMO energy (hartree) = -0.333


Entry 2:
ORCA calculation (ωB97M-V/def2-TZVPD) on a cluster of 8 separate species, C28H57N4O28S7 in total.

Cartesian coordinates (Å):
C -1.50646 0.34936 2.04380
H -7.75170 -1.76377 2.22768
O -6.70153 0.62925 3.09582
H 2.25558 -2.60705 -1.64170
N -0.64956 2.28109 2.36601
C 2.71567 1.59183 -0.32734
O -5.04973 -0.18370 -0.97068
O 9.47029 -0.50765 0.02326
H 3.29941 -0.58749 -1.83640
O -7.89457 -0.04901 1.10413
C 2.11227 0.15652 -0.22422
H -1.77018 1.31188 3.90452
O -6.91271 6.26100 -4.30235
H 3.75334 1.55370 0.04730
O -2.88607 3.47327 -2.90724
H 9.85776 -0.86478 2.00812
O -3.46999 -0.84257 -2.68466
C -0.34234 -0.25020 7.28482
H -2.27129 -1.00882 7.91914
H -8.53291 3.68964 -7.27398
H 8.43858 -4.37404 -0.68426
O -7.08137 4.53971 -6.04526
O 5.99266 -1.29015 -1.95746
O -5.38790 6.30734 -6.27065
H -7.96074 5.81295 -8.32213
C 0.18573 -3.65945 2.81634
O 11.85472 -0.89157 0.11261
O -5.51705 -2.17243 -2.33824
O -3.68293 -2.19873 -0.64848
H 2.73974 1.96235 -1.36518
S 0.24888 -2.56066 7.96827
C 1.22261 -3.32229 3.94980
H -0.24408 -5.21585 1.41488
C 1.95787 2.61534 0.55349
O 6.59055 -3.50112 -1.07905
C -2.57310 5.28887 -5.88541
O -5.46447 0.32063 0.97990
S 10.59077 -1.34212 -0.76811
O -1.08956 -2.45425 7.07073
H 2.99285 -3.72900 2.61843
H -3.09548 6.21473 -6.09826
C -8.39551 4.54692 -6.62014
O -0.08348 -3.15419 9.20673
O -7.02022 2.23738 1.25067
O -0.71543 3.29586 -4.11994
H -3.47708 3.78625 -7.16129
H 3.34956 -3.10356 4.23163
C 2.68128 -3.78412 3.66930
H -8.68559 0.81607 3.59764
H -3.39157 0.97451 -0.61672
H -2.42617 -1.20987 3.01310
C 7.74018 -4.24578 -1.50644
H 0.76126 -2.10440 0.24439
H 2.44316 3.60390 0.56296
S 5.99065 -2.66448 -2.31424
H 8.90404 -2.58655 -2.25714
H 3.59522 -2.97988 -0.58717
C -3.43792 4.07376 -6.11345
H -1.65893 5.24113 -6.48223
O 7.19047 -2.92203 -3.34629
C 11.47680 0.16425 1.00328
H -0.22594 -2.74420 2.35812
O -2.20465 5.21630 -4.49962
H 1.92736 -0.00337 0.85536
H -2.09224 -0.88826 6.15251
C 1.70970 -2.62285 0.50007
H 2.90194 -4.78582 4.07195
O 10.71841 -0.79960 -2.06970
H 11.64268 1.11619 0.49455
S -6.65519 6.04613 -5.67731
C -0.36921 1.88407 1.12644
H -0.68137 -4.11747 3.33560
H 0.08579 3.79247 0.21705
H 0.22005 -0.13753 6.35185
H 8.95669 -4.02712 -3.29506
H 0.27827 2.34057 -0.83279
C 3.16071 -0.84645 -0.77201
N -0.87875 0.67689 0.87558
C 0.66457 -4.70313 1.78348
H -0.58154 0.73306 7.68450
C 10.00549 -0.06694 1.27643
O 10.36853 -2.72700 -0.53876
O -2.83342 3.03276 -5.32965
H 7.40227 -5.22503 -1.85333
C 8.32935 -3.43247 -2.63605
H 1.22432 -2.25479 4.24063
H -2.78855 1.10145 -2.95829
S -6.65722 0.88979 1.50218
H 0.83737 -4.45611 -0.38499
C -7.95363 0.02096 3.43944
C 1.39895 -4.13954 0.50799
H 2.37232 -4.66535 0.43938
C -1.57453 -1.11281 7.08449
H 12.07668 0.12977 1.90948
H -9.37425 -1.03740 2.17808
S -2.08140 3.67708 -4.06532
H -4.45472 0.77568 -3.48090
C 2.69455 -2.34654 -0.66161
H -7.85775 -0.56765 4.34832
H 1.99797 2.24948 1.59950
H -2.36321 -1.24931 1.23703
C 0.42858 2.74918 0.17710
H 2.03585 -2.21039 1.46548
H -4.77139 1.84871 -1.32160
C -4.21163 0.91757 -1.33840
N -1.38863 1.31579 2.97101
H 9.49720 0.83220 1.61488
O 0.46549 -0.97953 8.20279
H 1.29391 -5.49536 2.21370
H -0.32711 3.15704 2.75513
C -8.47892 5.86363 -7.36215
C -8.30961 -0.82488 2.23454
H 4.12898 -0.71188 -0.26323
S -4.47251 -1.52804 -1.63231
N -2.15988 -0.79780 2.13219
O 1.29875 -3.03878 7.14464
C -3.70184 0.57094 -2.71662
H 1.16779 0.10300 -0.78755
O -7.78587 6.80082 -6.52797
O 4.83153 -3.32638 -2.79299
H 0.90386 -3.85958 4.85718
H -4.44827 4.23314 -5.74491
H -9.50515 6.18450 -7.52245
H -9.12179 4.50223 -5.80578

Properties
- charge = +1
- gap between HOMO and LUMO (eV) = 9.0
- 2S+1 = 1
- DFT total energy (hartree) = -6213.7311
- HOMO energy (hartree) = -0.436


Entry 3:
ORCA calculation (ωB97M-V/def2-TZVPD) on a cluster of 3 separate species, C28H59BClFN2O12P2S in total.

Cartesian coordinates (Å):
H 6.99008 0.91349 -3.24545
H 1.66637 5.49331 0.50137
N 2.84689 1.95742 0.00630
H -2.36230 -1.78548 -2.63440
C -7.01774 3.00446 -0.79015
C 4.04523 2.15419 0.38710
O -3.89340 -5.14018 1.89711
H 9.89725 -0.41792 -0.93837
C 4.69652 3.46673 0.04326
P 0.25383 3.82519 0.80294
H -2.22160 -7.80194 4.41891
H -4.32353 -0.73414 -2.44410
H -3.31318 -6.76964 0.73478
C -3.26697 3.21327 -1.83538
H -1.83990 -2.21149 0.62343
N 1.56862 4.61146 -0.00213
H -1.64327 0.58818 -2.76720
H -1.18483 -2.13930 -1.42652
H 5.51881 0.66512 0.30457
C -3.41834 -5.68368 0.67927
C 0.45508 1.92758 0.55333
H -0.07881 2.34865 3.60714
H -3.34669 -1.63862 1.30251
H -4.95642 0.18184 0.25504
C -2.88555 -2.00477 0.38493
C -1.82583 -1.33784 -1.79009
H -9.06780 0.90492 -1.45335
H -6.90813 3.51964 -1.75433
C -1.03500 2.04448 3.19946
O 2.84295 2.45926 2.90061
O 1.82647 -1.44935 1.26816
H -5.52744 -6.38807 1.62052
H 1.64312 4.34487 2.39745
C -2.42458 -7.64328 3.35405
C -6.12454 0.73968 -1.41820
H -5.78953 0.92514 -2.44078
H 9.32727 2.44411 -0.36217
O 0.69532 4.15595 2.34690
C 8.68407 -0.37876 -3.21244
C -5.39600 -0.31270 -0.61471
H 4.39989 0.43336 1.70879
O 10.08807 -0.34836 -3.01220
H 8.51073 -0.69019 -4.24689
S 1.90749 -0.48663 0.21131
C -0.99378 -0.21306 -2.42346
H -4.12604 -6.22101 4.33614
O 0.55998 -0.67458 -0.67241
C -0.00424 1.77934 -0.94861
C -7.14846 1.50866 -0.92513
H 5.63028 1.69198 1.71954
O 1.75852 0.41632 3.34306
H -5.70675 -5.08942 2.81127
C 8.05544 0.98015 -3.00450
H 5.78191 3.41642 0.11131
H 2.44835 2.67912 3.75287
H -8.37523 -0.12861 -0.18590
C 9.18805 2.35099 -1.43828
H -0.90020 -0.57437 2.83338
H -4.09997 -5.42481 -0.13957
H -3.30293 -2.95845 0.06765
C 1.87704 1.29147 0.83573
O -0.54059 -0.34613 1.97083
H -6.14554 -1.00859 -0.21115
F 0.66069 2.70188 -1.71576
C -2.92192 -0.98059 -0.76455
O -1.34972 2.12712 -0.97605
H 8.21585 -1.11684 -2.55391
Cl 1.53299 0.50206 -2.83770
C -8.47539 0.89918 -0.53502
C 10.48935 -0.84715 -1.75023
O -3.79927 -7.83495 3.07473
H 4.26145 4.24888 0.66001
H 2.48139 -0.18829 3.54220
H 8.90851 3.33013 -1.84318
C -5.01326 -5.83822 2.41508
O 8.15479 1.40846 -1.65454
H 10.12853 2.02999 -1.89212
H -1.48593 2.83143 -2.94794
H -1.86792 -8.38038 2.77809
H -2.09010 -6.64292 3.06934
O 3.06894 -0.63910 -0.61201
H 1.21867 4.89288 -0.91370
H -9.02899 1.49241 0.19593
H -5.53051 -7.22842 3.94734
H 4.45190 3.69425 -0.99635
C -4.62278 -6.77699 3.53465
H -0.56086 -0.64370 -3.32255
C 4.92721 1.15187 1.08123
C 0.19673 0.33607 -1.59251
H -7.89968 3.43502 -0.31465
H -2.44359 -5.24624 0.46975
C -1.75039 3.11195 -1.92693
P -1.02144 1.17140 1.56896
H -6.15068 3.24705 -0.17842
C -4.32713 -1.09917 -1.41519
H -3.66385 3.48425 -2.81323
H 11.53396 -0.57491 -1.60803
H -2.84998 0.03265 -0.37289
H -1.54344 1.36041 3.88195
B 2.17674 1.35102 2.41688
H -1.33248 4.08988 -1.68368
H -3.65844 2.22128 -1.61522
H -3.58502 3.90875 -1.06404
H 8.50940 1.71533 -3.67616
H -1.68371 2.90974 3.06597
H -4.63357 -2.14391 -1.35757
H 10.40453 -1.93887 -1.72106

Properties
- charge = 0
- gap between HOMO and LUMO (eV) = 7.4
- 2S+1 = 1
- DFT total energy (hartree) = -3780.3218
- HOMO energy (hartree) = -0.261